*A*
# C6H15NO2

C6H15NO2 in the gas phase (wB97M-V/def2-TZVPD, the OMol25 dataset).

M in g/mol: 133.19
LUMO in eV: 0.741

Each atom is followed by the atoms it is bonded to, with distances in Å.
Cartesian coordinates (Å):
1 C -0.5069 0.4677 0.3563  C2 1.788, C4 1.465, O8 1.396, H12 1.093
2 C -2.2928 0.4628 0.2646  C1 1.788, N7 1.444, O9 1.410, H13 1.093
3 C 1.5863 -0.8837 -0.4867  C4 1.760, C5 1.520, C6 1.521, H14 1.096
4 C -0.1616 -0.7925 -0.3054  C1 1.465, C3 1.760, H17 1.091, H18 1.091
5 C 1.9858 -0.3688 -1.8601  C3 1.520, H19 1.094, H20 1.095, H21 1.098
6 C 2.4113 -0.2461 0.6202  C3 1.521, H22 1.094, H23 1.095, H24 1.099
7 N -2.7440 1.2757 1.3692  C2 1.444, H15 1.021, H16 1.017
8 O -0.0349 1.6284 -0.2596  C1 1.396, H10 0.974
9 O -3.0213 -0.7439 0.2458  C2 1.410, H11 0.967
10 H -0.4137 2.3784 0.2322  O8 0.974
11 H -2.6576 -1.3253 0.9273  O9 0.967
12 H -0.2425 0.4640 1.4168  C1 1.093
13 H -2.5227 0.9830 -0.6688  C2 1.093
14 H 1.7537 -1.9664 -0.4606  C3 1.096
15 H -3.7562 1.3947 1.3017  N7 1.021
16 H -2.5975 0.7709 2.2402  N7 1.017
17 H -0.5704 -0.8885 -1.3123  C4 1.091
18 H -0.4140 -1.6504 0.3203  C4 1.091
19 H 1.7804 0.7011 -1.9651  C5 1.094
20 H 1.4459 -0.8999 -2.6508  C5 1.095
21 H 3.0565 -0.5235 -2.0493  C5 1.098
22 H 2.0796 -0.5716 1.6111  C6 1.094
23 H 2.3641 0.8477 0.5861  C6 1.095
24 H 3.4725 -0.5140 0.5268  C6 1.099

Atom charges from the natural (NBO) analysis, given in e for atoms 1 to 2: 0.0941 0.2148

=====

*B*
# C6H15NO2

2 unconnected molecules or ions with the total composition C6H15NO2 (wB97M-V/def2-TZVPD, the OMol25 dataset).

M in g/mol: 133.19
LUMO in eV: 0.705

Each atom is followed by the atoms it is bonded to, with distances in Å.
Cartesian coordinates (Å):
1 C 0.9733 -1.2651 1.8304  N2 1.478, H9 1.114, H10 1.099, H11 1.080
2 N 0.8068 -0.2269 0.7918  C1 1.478, C3 1.483, C6 1.467
3 C 0.7249 1.1361 1.3695  N2 1.483, C4 1.565, H12 1.122, H13 1.093
4 C -0.6628 1.7674 1.0182  C3 1.565, C5 1.543, H14 1.100, H15 1.106
5 C -1.4132 0.6649 0.2417  C4 1.543, C6 1.546, H16 1.095, H17 1.096
6 C -0.2863 -0.3035 -0.1839  N2 1.467, C5 1.546, C7 1.592, H18 1.089
7 C 0.4728 0.3615 -1.4146  C6 1.592, O8 1.432, H19 1.097, H20 1.093
8 O -0.3594 0.6007 -2.5551  C7 1.432, H21 0.958
9 H 1.8851 -1.0126 2.4177  C1 1.114
10 H 0.2109 -1.2289 2.6216  C1 1.099
11 H 1.1215 -2.2374 1.3852  C1 1.080
12 H 1.5051 1.6649 0.7604  C3 1.122
13 H 1.0658 1.2961 2.3953  C3 1.093
14 H -1.2700 2.0048 1.9040  C4 1.100
15 H -0.4571 2.6586 0.3971  C4 1.106
16 H -2.1030 0.0731 0.8532  C5 1.095
17 H -2.0347 1.1640 -0.5098  C5 1.096
18 H -0.6207 -1.2789 -0.5356  C6 1.089
19 H 1.2783 -0.2838 -1.7875  C7 1.097
20 H 0.8181 1.3318 -1.0492  C7 1.093
21 H -1.0658 -0.0461 -2.5598  O8 0.958
22 H -0.0744 -1.7257 -3.0360  O24 0.971
23 H -0.4463 -2.5125 -1.7363  O24 0.963
24 O -0.0688 -2.6025 -2.6182  H22 0.971, H23 0.963

Atom charges from the natural (NBO) analysis, given in e for atoms 1 to 2: -0.4044 -0.4545

=====

*C*
# C6H15NO2

C6H15NO2 in the gas phase (wB97M-V/def2-TZVPD, the OMol25 dataset).

M in g/mol: 133.19
LUMO in eV: 0.785

Each atom is followed by the atoms it is bonded to, with distances in Å.
Cartesian coordinates (Å):
1 C 0.6178 0.1226 -0.0862  C2 1.808, N7 1.395, O8 1.386, O9 1.387
2 C -0.9990 0.5986 -0.7396  C1 1.808, C5 1.522, C6 1.522, H12 1.092
3 C -0.2145 -0.0958 2.1655  N7 1.464, H13 1.093, H14 1.095, H15 1.095
4 C 1.6709 -1.6250 1.4126  N7 1.703, H16 1.092, H17 1.091, H18 1.091
5 C -1.7152 -0.5942 -1.3559  C2 1.522, H19 1.098, H20 1.096, H21 1.093
6 C -0.8137 1.7216 -1.7495  C2 1.522, H22 1.099, H23 1.094, H24 1.093
7 N 0.2867 -0.7463 0.9536  C1 1.395, C3 1.464, C4 1.703
8 O 1.3152 1.2537 0.3070  C1 1.386, H10 0.968
9 O 1.2760 -0.3900 -1.1937  C1 1.387, H11 0.964
10 H 1.5563 1.7247 -0.5036  O8 0.968
11 H 1.8893 -1.0673 -0.8850  O9 0.964
12 H -1.5900 0.9944 0.0894  C2 1.092
13 H -0.7055 0.8725 2.0424  C3 1.093
14 H 0.5664 0.1212 2.9011  C3 1.095
15 H -0.9377 -0.7498 2.6633  C3 1.095
16 H 1.3367 -2.3294 2.1766  C4 1.092
17 H 2.0944 -2.2177 0.6007  C4 1.091
18 H 2.4146 -0.9352 1.8150  C4 1.091
19 H -2.7050 -0.3072 -1.7356  C5 1.098
20 H -1.1543 -0.9963 -2.2068  C5 1.096
21 H -1.8636 -1.3985 -0.6311  C5 1.093
22 H -1.7738 2.0000 -2.2059  C6 1.099
23 H -0.1421 1.4241 -2.5608  C6 1.094
24 H -0.4099 2.6193 -1.2736  C6 1.093

Atom charges from the natural (NBO) analysis, given in e for atoms 1 to 2: 0.6754 -0.2198

=====

Which structure loses on stability? *B* does.

=====

*A*
# C6H15NO2

2 unconnected molecules or ions with the total composition C6H15NO2 (wB97M-V/def2-TZVPD, the OMol25 dataset).

M in g/mol: 133.19
LUMO in eV: 0.693

Each atom is followed by the atoms it is bonded to, with distances in Å.
Cartesian coordinates (Å):
1 O -0.5425 0.6667 -1.6032  C2 1.223
2 C -0.1162 0.0684 -0.6250  O1 1.223, N3 1.322, C7 1.520
3 N 0.0702 -1.2402 -0.6455  C2 1.322, C4 1.445, C8 1.506
4 C -0.1377 -2.0358 -1.8337  N3 1.445, H9 1.103, H10 1.103, H11 1.103
5 C 0.2199 2.4203 0.3917  C7 1.496, H12 1.103, H13 1.103, H14 1.103
6 C 2.0598 -1.9142 0.5960  C8 1.502, H15 1.103, H16 1.103, H17 1.103
7 C 0.0474 0.9495 0.6025  C2 1.520, C5 1.496, H18 1.107, H19 1.107
8 C 0.5671 -2.0611 0.5157  N3 1.506, C6 1.502, H20 1.107, H21 1.107
9 H 0.1495 -3.0974 -1.7499  C4 1.103
10 H 0.4043 -1.5909 -2.6851  C4 1.103
11 H -1.2202 -1.9792 -2.0376  C4 1.103
12 H 1.0934 2.7906 -0.1707  C5 1.103
13 H 0.2074 2.9059 1.3820  C5 1.103
14 H -0.6960 2.7067 -0.1521  C5 1.103
15 H 2.2825 -0.8365 0.6704  C6 1.103
16 H 2.6434 -2.3373 -0.2388  C6 1.103
17 H 2.3776 -2.4045 1.5315  C6 1.103
18 H -0.8773 0.8587 1.2043  C7 1.107
19 H 0.8953 0.6286 1.2378  C7 1.107
20 H 0.1136 -1.6892 1.4546  C8 1.107
21 H 0.3182 -3.1359 0.4243  C8 1.107
22 O -3.4359 3.8141 0.5959  H23 0.984, H24 0.984
23 H -3.1480 3.2424 1.3433  O22 0.984
24 H -3.2759 3.2702 -0.2083  O22 0.984

Atom charges from the natural (NBO) analysis, given in e for atoms 1 to 2: -0.6541 0.6603

=====

*B*
# C6H15NO2

2 unconnected molecules or ions with the total composition C6H15NO2 (wB97M-V/def2-TZVPD, the OMol25 dataset).

M in g/mol: 133.19
LUMO in eV: 0.404

Each atom is followed by the atoms it is bonded to, with distances in Å.
Cartesian coordinates (Å):
1 O 2.7838 1.4692 0.6293  C2 1.232
2 C 2.0191 0.7519 -0.0175  O1 1.232, C3 1.462, H9 1.006
3 C 1.2898 -0.1298 0.8928  C2 1.462, C4 1.567, N8 1.442, H10 1.168
4 C 0.0106 -0.8690 0.3721  C3 1.567, C5 1.542, H11 1.035, H12 1.080
5 C -1.2276 0.0412 0.5031  C4 1.542, C6 1.494, C7 1.528, H13 1.166
6 C -2.3987 -0.7800 0.9335  C5 1.494, H14 1.087, H15 1.123, H16 1.084
7 C -1.5743 0.7946 -0.7804  C5 1.528, H17 1.048, H18 1.063, H19 1.179
8 N 2.2631 -0.9205 1.6045  C3 1.442, H20 1.047, H21 0.984
9 H 1.9763 0.6538 -1.0181  C2 1.006
10 H 0.8234 0.4379 1.8004  C3 1.168
11 H 0.2551 -1.2480 -0.5592  C4 1.035
12 H -0.1319 -1.7948 0.9098  C4 1.080
13 H -1.0638 0.9271 1.2438  C5 1.166
14 H -3.1565 -0.1477 1.3893  C6 1.087
15 H -3.0333 -1.1512 0.0842  C6 1.123
16 H -2.1444 -1.5477 1.6546  C6 1.084
17 H -0.7839 1.3814 -1.1392  C7 1.048
18 H -2.2261 1.6342 -0.7534  C7 1.063
19 H -1.9175 -0.0700 -1.5051  C7 1.179
20 H 2.8906 -0.2538 2.1129  N8 1.047
21 H 2.6172 -1.5644 0.9509  N8 0.984
22 H 0.6267 0.2194 -2.7193  O24 0.933
23 H 1.0492 1.5348 -3.1491  O24 0.949
24 O 1.0529 0.6314 -3.4399  H22 0.933, H23 0.949

Atom charges from the natural (NBO) analysis, given in e for atoms 1 to 2: -0.5217 0.3926

=====

*C*
# C6H15NO2

2 unconnected molecules or ions with the total composition C6H15NO2 (wB97M-V/def2-TZVPD, the OMol25 dataset).

M in g/mol: 133.19
LUMO in eV: 0.746

Each atom is followed by the atoms it is bonded to, with distances in Å.
Cartesian coordinates (Å):
1 O -5.7516 2.2749 1.7734  C2 1.227
2 C -4.5824 1.9211 1.6531  O1 1.227, N3 1.362, C4 1.514
3 N -4.2318 0.8816 0.8460  C2 1.362, C5 1.450, H6 1.023
4 C -3.4330 2.5911 2.3757  C2 1.514, H7 1.103, H8 1.103, H9 1.103
5 C -5.2340 0.1509 0.0949  N3 1.450, H10 1.103, H11 1.103, H12 1.103
6 H -3.2464 0.6169 0.7723  N3 1.023
7 H -2.7062 3.0102 1.6596  C4 1.103
8 H -3.8296 3.4125 2.9959  C4 1.103
9 H -2.9082 1.8766 3.0320  C4 1.103
10 H -4.7383 -0.6433 -0.4882  C5 1.103
11 H -5.7688 0.8177 -0.6023  C5 1.103
12 H -5.9707 -0.3160 0.7701  C5 1.103
13 O -1.6348 0.3790 0.8425  C14 1.411, C16 1.419
14 C -0.7866 1.3222 0.2249  O13 1.411, H17 1.103, H18 1.103, H19 1.103
15 C -2.0344 -1.1016 2.6603  C16 1.513, H20 1.103, H21 1.103, H22 1.103
16 C -1.0761 -0.0993 2.0557  O13 1.419, C15 1.513, H23 1.107, H24 1.107
17 H -1.2740 1.6537 -0.7074  C14 1.103
18 H 0.1932 0.8829 -0.0273  C14 1.103
19 H -0.6223 2.2028 0.8684  C14 1.103
20 H -3.0085 -0.6263 2.8645  C15 1.103
21 H -2.1931 -1.9461 1.9687  C15 1.103
22 H -1.6290 -1.4944 3.6080  C15 1.103
23 H -0.0940 -0.5682 1.8530  C16 1.107
24 H -0.9078 0.7490 2.7469  C16 1.107

Atom charges from the natural (NBO) analysis, given in e for atoms 1 to 2: -0.6399 0.6630

=====

*D*
# C6H15NO2

3 unconnected molecules or ions with the total composition C6H15NO2 (wB97M-V/def2-TZVPD, the OMol25 dataset).

M in g/mol: 133.19
LUMO in eV: 0.691

Each atom is followed by the atoms it is bonded to, with distances in Å.
Cartesian coordinates (Å):
1 C -2.5975 0.8067 -1.1125  N3 1.367, O4 1.254, H8 1.095
2 C -0.9721 -1.5301 -1.0709  O5 1.386, H6 1.329, H11 1.082, H12 1.088
3 N -2.3507 1.4706 0.0568  C1 1.367, H9 1.010, H10 1.006
4 O -1.7590 0.7903 -2.0450  C1 1.254
5 O -0.1384 -2.5931 -0.7621  C2 1.386, H7 0.968
6 H -0.9315 -0.5043 -1.9155  C2 1.329
7 H 0.4878 -2.3052 -0.0828  O5 0.968
8 H -3.5857 0.3409 -1.1904  C1 1.095
9 H -1.6729 2.2185 0.0233  N3 1.010
10 H -3.0436 1.4774 0.7855  N3 1.006
11 H -1.9111 -1.8839 -1.4764  C2 1.082
12 H -1.0462 -0.7919 -0.2744  C2 1.088
13 C 2.1938 0.6872 0.8667  C14 1.532, C15 1.497, H17 1.095, H18 1.092
14 C 1.9147 1.0564 -0.5937  C13 1.532, H20 1.089, H21 1.089, H22 1.089
15 C 1.0387 -0.0269 1.4965  C13 1.497, C16 1.326, H19 1.086
16 C 1.0700 -1.2695 1.9573  C15 1.326, H23 1.080, H24 1.082
17 H 2.3885 1.6040 1.4331  C13 1.095
18 H 3.0918 0.0683 0.9295  C13 1.092
19 H 0.0979 0.5153 1.4842  C15 1.086
20 H 1.0109 1.6583 -0.6808  C14 1.089
21 H 2.7445 1.6274 -1.0081  C14 1.089
22 H 1.7788 0.1616 -1.1991  C14 1.089
23 H 0.2018 -1.7385 2.3963  C16 1.080
24 H 1.9891 -1.8394 1.9825  C16 1.082

Atom charges from the natural (NBO) analysis, given in e for atoms 1 to 2: 0.5047 -0.3176

=====

Which structure loses on stability? *D* does.